(1)
Entry from OMol25: a molecular structure, C3H3FO3Pb at a distorted geometry (the ωB97M-V functional and the def2-TZVPD basis).

Properties
Gap between HOMO and LUMO (alpha / beta)   0.207 / 0.361 Eh
Net charge   +1
2S+1   2
Highest occupied orbital energy (alpha / beta)   -0.436 / -0.590 hartree
<S²>   0.75
E   -634.2386 a.u.
Relative energy (zero: lowest compared OMol25 entry of this formula, charge and spin)   0.0 kcal per mole

Geometry as XYZ:
```
11
Properties=species:S:1:pos:R:3:lowdin_spin:R:1
C 0.68 -0.91 -1.20 0.6385
C 0.04 0.41 -1.20 0.0968
O 0.21 1.12 0.06 0.0305
C -0.31 0.59 1.14 0.0044
O -0.15 1.19 2.25 0.0029
O -0.86 -0.56 1.12 0.0153
Pb -1.16 -0.36 3.23 0.0037
F 1.91 -0.98 -0.67 0.1499
H 0.20 -1.87 -1.39 0.0308
H -1.04 0.30 -1.40 0.0028
H 0.50 1.08 -1.94 0.0245
```

(2)
Entry from OMol25: a single C23H30N4O3 molecule (the ωB97M-V functional and the def2-TZVPD basis).

Properties
Gap between HOMO and LUMO   0.299 Eh
Highest occupied orbital energy   -0.274 hartree
E   -1339.1961 a.u.
Relative energy (zero: lowest compared OMol25 entry of this formula, charge and spin)   50.1 kcal per mole

Geometry as XYZ:
```
60
Properties=species:S:1:pos:R:3:mulliken_charge:R:1
C -5.75 -1.27 2.54 -1.3430
C -5.06 -0.19 1.73 -0.2508
C -4.26 -0.79 0.56 -0.8577
C -3.58 0.31 -0.24 0.4769
O -3.98 0.69 -1.32 -0.6656
N -2.49 0.82 0.40 0.1441
C -1.60 1.79 -0.06 -0.0880
C -1.94 2.71 -1.05 -0.5661
C -0.99 3.62 -1.49 -0.7408
C 0.28 3.62 -0.96 -0.8064
C 0.62 2.72 0.05 -0.1501
C -0.33 1.82 0.50 0.3605
H -0.08 1.12 1.28 0.4010
N 1.95 2.67 0.49 -0.0050
C 2.43 1.95 1.56 0.5346
O 1.74 1.60 2.49 -0.5992
C 3.86 1.47 1.37 -1.1816
N 3.83 0.15 0.74 0.0175
C 3.18 -0.85 1.57 -0.1747
C 3.26 -2.23 0.90 -1.4086
N 2.62 -2.20 -0.40 0.1311
C 1.25 -2.44 -0.48 0.1645
C 0.77 -3.58 0.18 -0.3468
C -0.56 -3.94 0.17 -0.9160
C -1.48 -3.17 -0.53 -0.7519
C -1.03 -2.05 -1.22 -0.8524
C 0.31 -1.68 -1.21 1.0963
O 0.74 -0.57 -1.90 -0.0967
C -0.12 0.02 -2.85 -1.0258
H -0.98 0.51 -2.38 0.2985
H -0.47 -0.71 -3.58 0.4624
H 0.48 0.78 -3.35 0.2177
H -1.75 -1.46 -1.76 0.4499
H -2.52 -3.43 -0.55 0.5733
H -0.88 -4.83 0.69 0.3857
H 1.47 -4.21 0.69 0.5560
C 3.31 -1.23 -1.23 -1.6081
C 3.28 0.17 -0.61 0.3091
H 3.90 0.85 -1.22 0.3750
H 2.24 0.52 -0.64 -0.0771
H 2.87 -1.20 -2.22 0.5462
H 4.35 -1.57 -1.31 0.4616
H 2.80 -2.96 1.55 0.4742
H 4.31 -2.50 0.75 0.4016
H 3.69 -0.88 2.53 0.4861
H 2.12 -0.63 1.75 0.0928
H 4.45 2.14 0.74 0.4439
H 4.34 1.36 2.35 0.4278
H 2.62 3.08 -0.14 0.2460
H 1.03 4.32 -1.32 0.4359
H -1.25 4.33 -2.26 0.3985
H -2.93 2.69 -1.49 0.4576
H -2.18 0.34 1.24 0.3007
H -3.52 -1.49 0.94 0.2225
H -4.95 -1.32 -0.11 0.4617
H -4.39 0.38 2.38 0.3230
H -5.80 0.51 1.33 0.3265
H -6.44 -1.83 1.92 0.3326
H -5.02 -1.97 2.95 0.3333
H -6.31 -0.83 3.36 0.3857
```

(3)
Entry from OMol25: a single C4H9NO molecule (the ωB97M-V functional and the def2-TZVPD basis).

Properties
Gap between HOMO and LUMO   0.381 Eh
Highest occupied orbital energy   -0.340 hartree
E   -287.7603 a.u.
Relative energy (zero: lowest compared OMol25 entry of this formula, charge and spin)   45.3 kcal per mole

Geometry as XYZ:
```
15
Properties=species:S:1:pos:R:3:mulliken_charge:R:1
C -1.10 -0.74 -0.44 -0.7509
C -0.29 0.22 0.39 0.3225
C 0.64 -0.39 1.46 -0.6521
C 1.76 0.29 0.62 -0.3344
H -0.95 0.30 -2.13 0.2788
H -2.35 0.59 -1.35 0.2642
H -1.89 -1.13 0.18 0.3404
H -0.45 -1.58 -0.73 0.3565
H -0.94 1.02 0.75 0.2683
H 0.65 -1.48 1.45 0.2465
H 0.55 -0.03 2.48 0.2946
H 2.51 -0.40 0.20 0.2304
H 2.29 1.12 1.11 0.2426
N -1.70 -0.16 -1.63 -0.6715
O 0.81 0.80 -0.33 -0.4358
```

(4)
Entry from OMol25: a molecular structure, C8H16F5N3NiOSTe2 at a distorted geometry (the ωB97M-V functional and the def2-TZVPD basis).

Properties
Gap between HOMO and LUMO (alpha / beta)   0.252 / 0.250 Eh
2S+1   3
Highest occupied orbital energy (alpha / beta)   -0.264 / -0.265 hartree
<S²>   2.01
E   -3495.8492 a.u.
Relative energy (zero: lowest compared OMol25 entry of this formula, charge and spin)   0.0 kcal per mole

Geometry as XYZ:
```
37
Properties=species:S:1:pos:R:3:lowdin_spin:R:1
Ni 0.08 0.14 0.40 1.7088
N -1.35 -0.92 -0.83 0.0306
C -2.58 -0.14 -1.05 0.0031
C -2.93 0.59 0.25 0.0027
N -1.74 1.24 0.80 0.0409
C -1.49 2.63 0.37 0.0024
C -0.65 2.68 -0.90 0.0058
N 0.54 1.85 -0.70 0.0625
H -0.96 -1.24 -1.71 -0.0003
H -1.55 -1.76 -0.29 0.0013
H -3.42 -0.77 -1.35 0.0010
H -2.40 0.57 -1.85 -0.0001
H -3.28 -0.14 0.98 -0.0001
H -3.74 1.30 0.07 0.0010
H -1.78 1.24 1.81 0.0009
H -0.92 3.10 1.17 -0.0001
H -2.42 3.18 0.23 0.0010
H -0.41 3.72 -1.13 0.0022
H -1.21 2.28 -1.75 0.0000
H 1.16 2.25 0.01 0.0003
H 1.09 1.74 -1.54 0.0020
F 0.57 1.07 2.10 0.0504
Te 2.52 -0.12 1.98 0.0003
F 3.42 0.92 3.34 0.0000
F 2.79 1.53 1.05 -0.0007
F 2.55 -2.71 1.42 0.0012
F 4.26 -0.53 1.45 0.0019
O 1.91 -0.62 0.12 0.0559
Te 1.33 -2.70 -0.13 0.0193
C 1.66 -4.81 0.08 0.0015
C 0.94 -5.74 -0.63 0.0019
C 1.42 -7.07 -0.47 0.0001
C 2.51 -7.12 0.35 0.0017
S 2.94 -5.57 0.91 0.0004
H 0.08 -5.47 -1.24 0.0000
H 0.97 -7.94 -0.93 0.0000
H 3.07 -7.99 0.64 0.0001
```

(5)
Entry from OMol25: 2 unconnected molecules or ions with the total composition C4H12 at a distorted geometry (the ωB97M-V functional and the def2-TZVPD basis).

Properties
Gap between HOMO and LUMO   0.438 Eh
Highest occupied orbital energy   -0.395 hartree
E   -159.5375 a.u.
Relative energy (zero: lowest compared OMol25 entry of this formula, charge and spin)   29.8 kcal per mole

Geometry as XYZ:
```
16
Properties=species:S:1:pos:R:3:mulliken_charge:R:1
C -1.72 1.00 0.38 -0.8313
C -0.42 1.69 0.33 -0.6362
H -1.61 -0.06 0.77 0.1445
H -2.57 1.26 0.97 0.3909
H -2.33 1.18 -0.57 0.2160
H -0.02 1.65 1.41 0.2105
H 0.38 1.25 -0.31 0.0040
H -0.50 2.73 0.16 0.4036
C 1.34 -0.95 -1.04 -0.7044
C 0.86 -1.74 0.29 -0.3836
H 2.36 -1.22 -1.36 0.3267
H 0.48 -1.15 -1.65 0.2712
H 1.26 0.13 -0.84 0.1737
H 0.67 -2.80 0.01 0.2932
H 1.57 -1.70 1.10 0.2834
H -0.08 -1.27 0.53 -0.1622
```

(6)
Entry from OMol25: 2 unconnected molecules or ions with the total composition C3H7O2S at a distorted geometry (the ωB97M-V functional and the def2-TZVPD basis).

Properties
Gap between HOMO and LUMO   0.255 Eh
Net charge   -1
Highest occupied orbital energy   -0.110 hartree
E   -667.2072 a.u.
Relative energy (zero: lowest compared OMol25 entry of this formula, charge and spin)   22.7 kcal per mole

Geometry as XYZ:
```
13
Properties=species:S:1:pos:R:3:mulliken_charge:R:1
O -2.23 0.57 1.63 -0.5610
C -1.29 0.61 0.85 0.0117
C -1.26 -0.14 -0.41 -0.3266
C 0.11 -0.35 -1.05 -0.9087
S 0.92 1.26 -1.38 -0.6139
H -0.42 1.25 1.10 0.3912
H -1.73 -1.12 -0.20 0.2542
H -1.89 0.24 -1.21 0.2245
H 0.74 -1.07 -0.52 0.3197
H -0.01 -0.89 -2.00 0.2742
H 2.52 0.11 0.34 0.2813
H 1.84 -0.24 1.63 0.3084
O 2.70 -0.24 1.22 -0.6552
```

(7)
Entry from OMol25: 2 unconnected molecules or ions with the total composition C16H17NO at a distorted geometry (the ωB97M-V functional and the def2-TZVPD basis).

Properties
Gap between HOMO and LUMO   0.318 Eh
Highest occupied orbital energy   -0.288 hartree
E   -749.7804 a.u.
Relative energy (zero: lowest compared OMol25 entry of this formula, charge and spin)   75.2 kcal per mole

Geometry as XYZ:
```
35
Properties=species:S:1:pos:R:3:mulliken_charge:R:1
C 1.36 -1.50 -2.08 -1.2765
C 0.16 1.90 -1.95 -0.1429
C 0.06 0.51 -2.31 0.9160
C 1.36 -0.07 -1.97 1.2442
C 2.12 0.92 -1.32 -0.8812
C -0.75 2.87 -2.43 -0.8275
C -1.89 2.37 -3.14 -0.4727
C -0.95 0.09 -3.29 -0.6196
C -1.88 1.01 -3.58 -0.3658
N 1.33 2.09 -1.33 0.0036
H 1.89 2.89 -1.11 0.2192
H -0.71 3.93 -2.22 0.3502
H 3.15 0.88 -0.87 0.3448
H -2.80 2.90 -3.44 0.3647
H -0.97 -0.92 -3.64 0.2922
H 2.41 -1.95 -2.20 0.3414
H 0.69 -1.91 -2.81 0.2678
H -2.90 0.64 -3.98 0.1938
H 0.68 -1.91 -1.21 -0.0174
C -1.88 -0.20 4.43 -1.6183
C -1.18 -1.12 2.21 -0.6657
C -0.86 -0.52 3.42 1.0285
C -0.19 -1.49 1.32 -0.2224
C 1.12 -1.49 1.62 0.9182
C 0.56 -0.41 3.71 -0.4469
C 1.53 -0.81 2.85 -0.6888
O 2.23 -2.14 1.13 -0.5643
H -2.31 -1.16 1.99 0.1700
H -0.56 -1.87 0.27 0.0516
H -1.97 -1.00 5.06 0.3830
H -2.89 -0.19 4.06 0.3966
H 0.89 0.21 4.56 0.2891
H 2.35 -2.20 0.17 0.3041
H 2.45 -1.12 3.17 0.3951
H -1.65 0.75 4.93 0.3357
```

(8)
Entry from OMol25: a molecular structure, C18H27ClN4O4PtS3SbSeSi (the ωB97M-V functional and the def2-TZVPD basis).

Properties
Gap between HOMO and LUMO (alpha / beta)   0.251 / 0.201 Eh
2S+1   6
Highest occupied orbital energy (alpha / beta)   -0.269 / -0.320 hartree
<S²>   8.79
E   -5927.2918 a.u.
Relative energy (zero: lowest compared OMol25 entry of this formula, charge and spin)   11.4 kcal per mole

Geometry as XYZ:
```
61
Properties=species:S:1:pos:R:3:lowdin_spin:R:1
Pt -0.46 -0.73 -1.28 1.3490
S -3.09 2.79 -0.73 0.4625
Sb -3.49 0.81 -1.76 0.1742
S 0.47 3.66 -2.51 0.2961
S -1.46 0.27 -3.09 0.4212
O 4.86 -3.53 -1.16 0.0009
C 5.14 -2.26 -1.37 0.0006
O 6.26 -1.86 -1.56 0.0008
C 3.98 -1.32 -1.37 0.0028
C 4.07 0.06 -1.47 0.0058
Cl 5.44 1.04 -1.65 0.0063
N 2.82 0.57 -1.42 0.0150
N 1.92 -0.42 -1.33 0.0723
C 2.59 -1.56 -1.27 0.0062
C 1.81 -2.82 -1.00 0.0063
O 2.44 -3.87 -0.84 0.0059
O 0.55 -2.70 -0.91 0.0753
C 2.38 1.94 -1.32 0.1769
C 2.94 2.67 -0.30 0.2695
C 2.62 3.97 0.17 0.2848
C 1.63 4.86 -0.22 0.1753
C 0.71 4.79 -1.26 0.3522
C 1.38 2.25 -2.25 0.3605
H 3.88 -3.70 -1.03 0.0005
H 3.71 2.16 0.27 0.0094
H 3.23 4.30 1.01 0.0108
H 1.56 5.76 0.37 0.0018
H 0.01 5.60 -1.38 0.0127
H 1.18 1.53 -3.02 0.0150
C -2.46 -4.30 -0.44 0.0025
Si -3.65 -2.96 -0.99 0.0144
C -3.80 -2.73 -2.86 0.0018
C -5.37 -2.97 -0.22 0.0083
Se -2.71 -1.02 0.01 0.2798
H -2.75 -5.28 -0.82 0.0002
H -2.42 -4.36 0.65 0.0004
H -1.45 -4.08 -0.80 0.0000
H -3.87 -3.69 -3.36 -0.0001
H -2.93 -2.21 -3.26 0.0010
H -4.69 -2.15 -3.10 0.0020
H -6.00 -3.76 -0.64 0.0009
H -5.86 -2.01 -0.40 0.0013
H -5.31 -3.11 0.86 0.0010
C -1.08 0.13 3.62 0.0008
C -0.50 1.28 2.81 0.0042
C -1.37 2.52 2.97 0.0027
C 0.93 1.59 3.27 0.0025
N -0.56 0.94 1.37 0.0095
N 0.32 -0.09 0.95 0.0819
H -1.22 0.43 4.66 0.0000
H -0.43 -0.75 3.61 0.0002
H -2.05 -0.16 3.21 0.0008
H -1.51 2.76 4.03 0.0002
H -2.35 2.35 2.52 0.0013
H -0.91 3.39 2.48 0.0005
H 0.93 1.92 4.31 0.0001
H 1.37 2.38 2.65 0.0015
H 1.57 0.70 3.21 0.0007
H -0.37 1.77 0.82 0.0052
H 0.10 -0.94 1.44 0.0006
H 1.30 0.14 1.12 0.0031
```